# 1
{"formula": "C24H36B2F8K2O18", "method": "ωB97M-V/def2-TZVPD", "orbital_gap_ev": 9.369, "lumo_ev": -0.624, "elements": ["K", "K", "B", "F", "F", "F", "F", "B", "F", "F", "F", "F", "C", "C", "C", "O", "C", "O", "O", "H", "H", "H", "H", "H", "H", "C", "C", "C", "O", "C", "O", "O", "H", "H", "H", "H", "H", "H", "C", "C", "C", "O", "C", "O", "O", "H", "H", "H", "H", "H", "H", "C", "C", "C", "O", "C", "O", "O", "H", "H", "H", "H", "H", "H", "C", "C", "C", "O", "C", "O", "O", "H", "H", "H", "H", "H", "H", "C", "C", "C", "O", "C", "O", "O", "H", "H", "H", "H", "H", "H"], "xyz": [[-0.50074, 1.33977, -1.18076], [0.10094, 1.34860, -5.82075], [0.43390, 3.64554, -3.44922], [0.48764, 5.01681, -3.75206], [0.21747, 3.50184, -2.14459], [-0.63106, 3.02674, -4.00994], [1.66461, 3.17558, -4.02681], [0.46603, -0.61719, -3.25458], [0.80306, -1.14959, -4.44158], [1.25659, 0.47336, -2.87132], [-0.82745, -0.16384, -3.46350], [0.35308, -1.56794, -2.24517], [1.70274, 1.37135, 5.71056], [2.62160, 1.70262, 4.50459], [3.61966, 0.71691, 3.98877], [3.22904, 0.73277, 2.56537], [2.22229, 1.59665, 2.21735], [1.68085, 1.74544, 1.14965], [1.76345, 2.02250, 3.36072], [2.32359, 1.21381, 6.59251], [0.93193, 0.62824, 5.50625], [1.15133, 2.24729, 6.05230], [3.14636, 2.61066, 4.80152], [3.23378, -0.22165, 4.38666], [4.67577, 0.90702, 4.18003], [-6.08158, 1.01053, 1.75173], [-5.67881, 2.08093, 0.66908], [-4.72617, 3.16539, 1.25909], [-3.65267, 3.12516, 0.34033], [-3.93530, 2.12323, -0.60054], [-3.23915, 2.01707, -1.59143], [-4.91969, 1.38052, -0.30669], [-6.79655, 0.30686, 1.32539], [-6.44501, 1.35135, 2.72119], [-5.25841, 0.36009, 2.04741], [-6.60246, 2.45766, 0.22968], [-4.25164, 2.87603, 2.19674], [-4.93643, 4.23476, 1.27734], [-1.68016, -2.39925, 1.61701], [-2.48476, -1.16905, 1.86484], [-3.49512, -1.22286, 3.08189], [-3.37889, 0.07467, 3.66803], [-2.25091, 0.59242, 3.22247], [-1.96450, 1.75947, 3.49053], [-1.56929, -0.16851, 2.30863], [-0.99598, -2.08042, 0.83065], [-2.21564, -3.29689, 1.30784], [-1.13267, -2.68066, 2.51654], [-2.88208, -0.75150, 0.93969], [-3.31354, -1.99049, 3.83412], [-4.47426, -1.51773, 2.70449], [-2.72742, -3.88343, -2.47349], [-3.20744, -2.39938, -2.55936], [-4.31023, -2.25208, -3.69131], [-5.40775, -1.60094, -3.00759], [-5.19134, -1.70626, -1.71843], [-6.07116, -1.44486, -0.87191], [-4.05361, -2.35926, -1.43405], [-3.42807, -4.58982, -2.02831], [-1.75688, -4.06015, -2.00989], [-2.44713, -4.27534, -3.45121], [-2.43986, -1.65119, -2.36150], [-4.59867, -3.13265, -4.26534], [-3.86351, -1.51214, -4.35540], [5.61628, 1.52794, -2.15347], [4.74984, 2.79032, -1.87211], [3.59066, 2.70975, -0.93052], [3.81776, 3.84401, -0.09146], [4.90755, 4.47993, -0.46738], [5.28542, 5.53201, 0.04387], [5.57947, 3.79939, -1.43690], [5.06029, 0.73084, -2.64706], [5.86790, 1.02679, -1.21879], [6.44364, 1.67386, -2.84795], [4.29791, 3.14131, -2.79982], [3.60727, 1.77301, -0.37343], [2.60142, 2.68738, -1.38770], [4.02481, -4.82307, -1.49823], [3.97656, -3.43165, -0.93677], [2.88328, -3.01563, 0.01637], [3.38303, -2.73394, 1.27954], [4.67262, -2.97194, 1.22930], [5.43231, -2.87795, 2.20164], [5.04567, -3.33290, -0.00726], [4.85455, -4.93432, -2.19627], [3.13495, -5.17790, -2.01817], [4.23391, -5.62424, -0.78936], [4.07471, -2.63284, -1.67188], [2.34676, -3.93659, 0.24454], [2.24970, -2.29811, -0.50502]], "forces_ev_per_a": [[-0.18, 0.22, 0.38], [0.18, 0.07, 0.60], [1.83, 2.96, -1.85], [-0.51, 0.10, -0.10], [0.90, -0.51, 3.23], [-1.76, -1.48, -2.14], [-0.40, -1.08, 0.47], [-0.58, -0.16, 0.92], [1.56, -0.78, -1.86], [0.39, -0.18, -0.03], [-1.91, 1.34, -0.02], [0.61, -0.34, 0.69], [0.43, 0.63, -0.35], [-1.29, 2.17, 1.13], [-2.62, -0.77, -1.25], [1.95, -0.50, -1.75], [-0.09, -2.05, 1.22], [1.09, -0.25, 0.60], [-0.79, 1.79, 1.79], [0.09, -0.85, -0.10], [0.47, -0.40, 0.07], [-0.06, 0.34, -0.63], [-0.14, 0.35, -0.29], [0.94, -0.58, -0.28], [-0.26, 0.01, -0.39], [0.10, -0.28, -0.51], [-1.62, -0.89, 3.55], [0.99, -0.28, -0.20], [0.01, -1.84, -2.43], [4.48, 2.89, -1.49], [-0.33, -0.44, 0.99], [-1.89, -0.37, 0.59], [-0.21, 0.21, -0.07], [-0.26, 0.69, -0.35], [0.46, 0.40, -0.42], [0.29, 0.20, -0.26], [-0.65, -0.12, 0.41], [-1.20, -0.30, 0.23], [0.33, -0.36, -0.23], [-0.59, -0.48, 1.45], [0.15, -1.10, -1.44], [-0.63, -1.57, -0.37], [1.46, 4.85, -0.48], [0.02, -2.91, -0.41], [-0.59, 0.91, 1.50], [0.35, -0.59, -0.02], [-0.33, 0.32, -0.24], [0.17, 0.20, -0.02], [-0.78, -0.35, 0.05], [0.77, 0.06, -0.01], [-0.35, 0.90, 0.07], [1.71, 0.03, -1.24], [-1.27, -3.60, 0.20], [2.12, 2.20, 0.06], [0.87, -0.39, -1.34], [-3.72, -0.55, 3.81], [2.96, -0.32, -2.18], [-1.12, 1.61, 1.67], [-0.34, 0.53, -0.05], [-0.07, 0.62, 0.74], [-0.49, 0.09, -0.49], [0.03, 0.03, -1.14], [-0.12, -0.11, 0.61], [-0.48, -0.06, -0.52], [-1.35, -0.40, 0.26], [0.02, -1.89, -3.35], [0.06, -1.38, 0.87], [-1.23, -0.49, 0.19], [2.01, 2.96, 1.28], [-0.70, -2.49, -1.35], [0.27, 1.75, 1.60], [-0.67, 0.23, -0.21], [0.68, 0.40, 0.15], [0.20, 0.51, 0.55], [0.29, -0.14, -0.53], [0.25, 0.21, 0.59], [0.18, 0.76, -0.18], [-0.03, -1.04, -0.78], [0.58, 0.67, 1.17], [-3.15, -2.55, -1.42], [0.04, 1.45, 0.24], [3.31, 0.31, 2.80], [-1.94, -0.33, -2.76], [2.22, 0.08, 0.38], [-0.01, 0.36, -0.19], [-0.22, 0.53, -0.13], [-0.13, 0.46, 0.70], [0.37, -0.33, -0.35], [-0.99, 0.07, -0.61], [-0.14, 0.43, 0.96]]}

=====

# 2
{"formula": "C24H36BN3O4", "method": "ωB97M-V/def2-TZVPD", "smiles": "CCc1ccc2nc(CB(O)O)cnc2c1-c1cccnc1.CCOCC.CCOCC", "orbital_gap_ev": 8.223, "lumo_ev": -0.253, "e_above_lowest_kcal_mol": 36.72, "elements": ["C", "C", "C", "C", "C", "C", "N", "C", "C", "B", "O", "O", "C", "N", "C", "C", "C", "C", "C", "C", "N", "C", "H", "H", "H", "H", "H", "H", "H", "H", "H", "H", "H", "H", "H", "H", "H", "H", "C", "C", "O", "C", "C", "H", "H", "H", "H", "H", "H", "H", "H", "H", "H", "C", "C", "O", "C", "C", "H", "H", "H", "H", "H", "H", "H", "H", "H", "H"], "xyz": [[6.23715, -0.04779, -1.09658], [4.92185, 0.72233, -0.68422], [3.65670, -0.20947, -0.54112], [3.70818, -1.66227, -0.99714], [2.53409, -2.50294, -0.85974], [1.20971, -2.01379, -0.31664], [0.16591, -2.93945, -0.28439], [-0.94235, -2.31914, 0.20742], [-2.26331, -3.19569, 0.27927], [-3.18329, -2.66769, -0.95715], [-3.53239, -3.50026, -2.04777], [-3.63282, -1.32216, -0.99922], [-1.04805, -0.90397, 0.68645], [0.00047, -0.04228, 0.64964], [1.15859, -0.60702, 0.11779], [2.38424, 0.27296, 0.02095], [2.25445, 1.73407, 0.54106], [1.89981, 2.82407, -0.38820], [1.78867, 4.11690, 0.31330], [2.02758, 4.18329, 1.74330], [2.40185, 3.21356, 2.64323], [2.48801, 2.03036, 1.94637], [6.12855, -0.72676, -1.98046], [6.64175, -0.59864, -0.19858], [7.01556, 0.72417, -1.37531], [5.12096, 1.29037, 0.26173], [4.69321, 1.46477, -1.51014], [4.62855, -2.13388, -1.41622], [2.61235, -3.57661, -1.18482], [-2.04776, -4.29304, 0.22059], [-2.79995, -2.92442, 1.23337], [-3.58820, -4.40233, -1.67092], [-3.74613, -1.04026, -1.92645], [-2.01629, -0.52122, 1.09609], [1.70366, 2.73426, -1.48061], [1.51976, 5.04294, -0.25393], [1.88765, 5.20355, 2.21150], [2.79019, 1.14501, 2.58098], [0.43606, 9.41656, 5.35813], [0.15976, 8.55087, 4.14052], [0.86068, 7.31778, 4.15314], [0.56579, 6.43512, 5.22504], [-0.88471, 5.98438, 5.25512], [1.51091, 9.54649, 5.50273], [-0.02683, 10.39843, 5.24001], [0.03533, 8.96658, 6.26909], [0.49409, 9.08300, 3.24723], [-0.91464, 8.37782, 4.01698], [0.86002, 6.88199, 6.18051], [1.20077, 5.55789, 5.08347], [-1.55726, 6.81311, 5.48897], [-1.02864, 5.21408, 6.01537], [-1.18425, 5.58399, 4.28406], [-4.71869, -5.63409, -5.20704], [-3.26092, -5.89678, -4.87034], [-3.08443, -6.66006, -3.68515], [-3.63442, -7.96774, -3.68910], [-3.03489, -8.87409, -4.75070], [-5.24090, -5.20462, -4.34905], [-4.79627, -4.94505, -6.05031], [-5.23948, -6.55488, -5.47992], [-2.76348, -4.94049, -4.69673], [-2.74205, -6.37072, -5.71019], [-4.72502, -7.92377, -3.77893], [-3.42041, -8.39155, -2.70548], [-3.30217, -8.54375, -5.75694], [-3.39822, -9.89649, -4.62838], [-1.94469, -8.87555, -4.68554]], "forces_ev_per_a": [[0.31, 0.71, 0.50], [-0.39, -0.61, -0.79], [-2.00, -1.12, 0.49], [-2.81, 0.49, 1.18], [0.66, 1.71, 0.19], [2.83, 0.08, -0.84], [-1.09, 3.99, 1.38], [-0.58, -1.04, 0.22], [0.10, 1.36, -0.08], [-0.60, 0.37, -0.79], [0.09, 0.26, 1.98], [1.19, -1.45, -0.47], [1.87, -0.18, -0.59], [-0.88, -2.76, -0.64], [1.04, -0.13, -0.23], [1.16, -1.02, -0.57], [-0.22, 1.09, -0.85], [0.43, 0.88, 3.82], [0.43, -2.16, 0.08], [-0.27, 1.59, -0.04], [-0.82, -0.69, -4.45], [0.26, -1.20, 0.13], [-0.04, 0.58, 0.89], [-0.43, 0.30, -1.09], [-0.81, -0.83, 0.31], [-0.38, -0.46, -0.85], [0.17, -0.65, 1.05], [-0.92, 0.69, 0.49], [-0.28, 1.27, 0.42], [-0.02, 1.08, 0.15], [0.57, -0.47, -0.79], [0.36, 0.35, -0.85], [-0.31, -0.22, 0.59], [1.01, -0.50, -0.50], [0.26, -0.18, 1.12], [0.28, -0.95, 0.79], [0.19, -1.18, -0.59], [-0.40, 0.99, -0.80], [-0.04, -0.11, 0.19], [0.05, 0.06, 0.05], [0.15, -0.04, -0.18], [-0.07, -0.15, 0.00], [-0.15, 0.21, 0.00], [-0.05, 0.03, -0.08], [0.03, -0.04, -0.02], [-0.04, 0.07, -0.02], [0.07, -0.19, -0.02], [-0.03, 0.02, 0.07], [-0.07, 0.03, 0.03], [0.08, 0.15, -0.14], [-0.01, -0.06, 0.06], [0.03, 0.02, -0.05], [0.08, -0.05, 0.05], [-0.12, -0.23, 0.01], [-0.09, 0.11, -0.04], [0.08, 0.13, 0.23], [0.06, -0.10, -0.03], [-0.02, 0.10, -0.22], [0.09, 0.07, -0.05], [0.02, -0.01, 0.05], [0.00, 0.05, -0.07], [0.05, -0.14, 0.19], [-0.06, -0.05, -0.03], [-0.02, -0.03, -0.08], [0.04, 0.20, 0.01], [-0.03, -0.07, 0.02], [0.02, 0.05, 0.02], [-0.06, -0.03, 0.08]]}

=====

What is the formula in the second record? C24H36BN3O4